[1]
The following is a quantum chemistry calculation of a structure of composition C27H31BCeF5Ge2O9P2, from the OMol25 dataset.

The geometry in XYZ format:
```
78
C27H31BCeF5Ge2O9P2, DFT ωB97M-V/def2-TZVPD
Ce 13.465 19.290 10.721
C 17.719 21.386 8.178
C 16.706 20.815 9.184
O 17.312 20.984 10.482
P 16.629 19.031 8.883
O 18.098 18.435 8.976
O 16.504 18.922 7.320
O 15.510 18.315 9.694
P 15.019 21.726 9.316
O 14.048 20.737 8.401
O 15.057 23.088 8.770
O 14.505 21.406 10.705
H 18.766 21.051 8.372
H 17.687 22.492 8.215
H 17.510 21.176 7.118
H 16.627 20.988 11.177
H 18.419 18.137 9.820
H 16.036 18.163 6.947
H 13.926 21.151 7.532
F 16.302 8.291 9.121
C 16.706 9.052 10.200
F 16.313 8.410 11.332
F 18.087 9.083 10.180
C 16.130 10.407 10.078
C 15.393 10.974 11.105
C 14.808 12.210 10.931
C 14.970 12.863 9.727
C 15.774 12.342 8.703
C 16.355 11.126 8.906
C 14.283 14.033 9.526
C 13.575 15.049 9.369
H 15.243 10.418 12.028
H 14.242 12.653 11.741
H 15.894 12.877 7.765
H 17.001 10.699 8.128
O 14.469 18.496 12.824
C 13.490 18.899 13.549
O 12.353 19.210 12.987
H 13.572 19.004 14.629
C 8.913 18.451 12.503
Ge 8.571 19.143 10.709
C 7.182 20.546 10.768
C 8.131 17.788 9.368
Ge 10.547 20.281 9.990
C 10.270 20.993 8.184
C 10.761 20.377 7.027
C 10.519 20.941 5.774
C 9.714 22.085 5.658
C 9.161 22.640 6.811
C 9.449 22.116 8.096
C 10.773 21.955 11.090
C 11.500 23.045 10.609
C 11.750 24.136 11.468
C 11.258 24.137 12.784
C 10.519 23.025 13.233
C 10.331 21.913 12.411
H 8.418 17.454 12.548
H 8.468 19.096 13.283
H 9.989 18.297 12.709
H 6.266 20.065 11.168
H 6.955 20.994 9.780
H 7.504 21.353 11.451
H 7.103 17.403 9.605
H 8.845 16.951 9.415
H 8.134 18.226 8.353
H 11.284 19.422 7.105
H 10.972 20.469 4.889
H 9.565 22.537 4.678
H 8.452 23.464 6.778
H 9.001 22.571 8.984
H 11.885 23.085 9.587
H 12.345 24.983 11.134
H 11.417 24.975 13.442
H 10.143 23.006 14.244
H 9.840 21.037 12.848
F 12.609 17.236 8.556
B 12.756 16.264 9.496
F 12.219 16.698 10.685
```

Values from the calculation:
Kohn-Sham gap (spin up / spin down), eV: 4.414 / 4.393
⟨S²⟩: 0.7514
F_max, eV/A: 6.14
Spin multiplicity: 2
HOMO level (spin up / spin down), eV: -6.12 / -6.09



[2]
The following is a quantum chemistry calculation of a structure of composition C15H12BCl5N4OS5Y, from the OMol25 dataset.

The geometry in XYZ format:
```
44
C15H12BCl5N4OS5Y, DFT ωB97M-V/def2-TZVPD
Y 0.183 0.121 0.125
C -0.882 -0.867 3.754
N -2.084 -0.515 3.018
C -3.025 0.389 3.447
C -3.948 0.482 2.462
N -3.577 -0.356 1.436
B -4.526 -0.565 0.214
N -3.745 -0.815 -1.113
C -4.017 -1.901 -1.911
C -3.189 -1.870 -2.979
N -2.397 -0.754 -2.824
C -1.351 -0.336 -3.729
C -2.756 -0.115 -1.689
S -2.033 1.338 -1.106
C -2.427 -0.951 1.786
S -1.441 -2.005 0.829
H -0.715 -0.103 4.510
H -0.019 -0.875 3.091
H -0.995 -1.849 4.212
H -2.921 0.907 4.382
H -4.832 1.084 2.383
H -5.198 -1.553 0.383
H -5.202 0.427 0.129
H -4.767 -2.614 -1.624
H -3.072 -2.538 -3.813
H -1.365 -0.998 -4.592
H -0.379 -0.403 -3.244
H -1.515 0.693 -4.044
S 2.009 1.952 4.133
C 1.479 1.498 2.644
S -0.065 2.046 1.995
S 2.369 0.373 1.628
Cl 4.394 -1.715 -5.947
C 3.448 -1.638 -4.507
C 2.970 -0.415 -4.046
Cl 3.299 1.033 -4.918
C 2.221 -0.369 -2.882
Cl 1.575 1.129 -2.290
C 1.914 -1.515 -2.118
O 1.231 -1.435 -1.032
C 2.403 -2.743 -2.622
Cl 2.030 -4.161 -1.727
C 3.152 -2.795 -3.786
Cl 3.731 -4.316 -4.359
```

Values from the calculation:
Kohn-Sham gap, eV: 6.766
Net charge: -1
Energy relative to the best compared isomer or geometry (same formula, charge and spin), kJ/mol: 0.00
F_max, eV/A: 0.41
HOMO level, eV: -4.69